Entry from the OMol25 dataset: a structure of composition C14H14MoN4O2S5 in a non-equilibrium geometry (ωB97M-V/def2-TZVPD).

Orbital gap (alpha / beta) (eV): 7.39 / 4.42
Net charge: +2
Energy above the lowest of the compared OMol25 structures with the same formula, charge and spin (kcal/mol): 7.8
Multiplicity: 3

The geometry in XYZ format:
```
40
Properties=species:S:1:pos:R:3:forces:R:3
Mo -0.379 -0.008 -1.218 -0.8 1.6 -1.0
S -0.207 5.021 -1.120 0.5 -1.2 -0.6
S 1.801 3.990 -3.015 -1.0 -0.2 0.8
S 1.770 6.889 -2.320 -0.2 -0.4 0.1
S -1.480 2.261 -0.759 0.5 -0.4 0.0
S 0.853 1.145 -2.793 0.0 0.3 0.1
O 0.547 0.003 0.424 0.2 0.1 1.2
O 0.945 -1.503 -1.384 0.5 -0.3 -0.2
N -3.859 -2.230 -2.036 0.3 -0.1 0.1
N 1.731 -1.702 -0.407 0.3 -0.7 0.7
N -2.212 -0.813 -1.767 -0.4 -0.6 -0.1
N 1.524 -0.932 0.576 -0.4 0.0 -1.6
C -0.209 3.299 -1.433 -1.1 1.8 1.1
C 1.153 5.377 -2.162 0.2 0.2 0.0
C -2.566 -2.108 -1.720 0.2 -0.4 0.1
C 3.491 -1.441 4.199 0.0 0.1 -0.1
C -4.370 -0.996 -2.315 0.1 0.9 -0.1
C -3.347 -0.120 -2.152 -0.7 0.2 -0.1
C -1.704 -3.261 -1.386 0.2 -0.2 0.0
C -1.376 2.607 1.021 0.0 0.1 0.0
C 2.201 -1.049 1.798 0.8 -0.1 1.5
C 0.696 2.832 -2.323 1.4 -0.4 -1.4
C 4.185 -1.613 3.007 -0.1 -0.1 0.2
C 1.498 -0.855 2.988 -0.1 -0.1 -0.5
C 3.543 -1.431 1.798 -0.4 0.2 -0.2
C 2.155 -1.064 4.186 0.2 0.0 0.0
H 1.620 -0.958 5.116 -0.1 0.1 0.1
H 3.992 -1.599 5.143 0.0 0.0 0.0
H -2.327 2.296 1.445 0.0 0.0 0.0
H 0.445 -0.596 2.967 0.1 0.0 0.0
H 5.221 -1.904 3.029 0.1 0.0 -0.1
H -1.787 -4.020 -2.163 0.0 0.0 0.0
H -2.004 -3.723 -0.444 0.0 0.0 0.0
H 4.051 -1.573 0.856 0.1 0.0 0.0
H -4.385 -3.093 -2.056 0.2 0.0 0.0
H -5.394 -0.832 -2.588 -0.1 0.0 -0.1
H -0.556 2.047 1.466 0.0 0.1 -0.1
H -3.347 0.948 -2.297 -0.1 -0.1 0.0
H -1.259 3.678 1.165 0.0 0.0 0.1
H -0.655 -2.971 -1.325 -0.2 -0.1 0.0
```
Positions in Å, forces in eV/Å.


Entry from the OMol25 dataset: a cluster of 2 separate species, C14H14N3O6S in total in a non-equilibrium geometry (ωB97M-V/def2-TZVPD).

Orbital gap (eV): 6.23
Net charge: -1

The geometry in XYZ format:
```
38
Properties=species:S:1:pos:R:3:forces:R:3
S 0.728 -0.770 -3.225 -3.5 0.0 -3.6
O 3.161 2.763 0.885 -0.3 1.2 -0.3
O 0.882 0.515 -3.969 0.9 -2.9 1.6
O 3.672 -1.545 2.463 -0.1 -1.2 0.5
O 3.762 -0.768 -1.542 -1.7 -0.1 -0.1
O 0.368 1.132 4.081 -0.6 0.1 0.5
O 0.898 -2.098 -3.887 0.9 2.9 1.4
N 1.745 1.987 2.484 -0.2 -1.2 0.8
N 1.346 -0.728 -1.717 2.7 -0.1 0.2
N 2.002 -0.237 3.290 -0.5 1.3 -0.2
C -1.712 -1.957 -2.725 0.1 -0.7 0.0
C 3.479 0.580 1.574 -1.2 0.1 0.7
C 2.610 -0.755 -1.640 0.0 0.2 0.2
C 1.313 0.971 3.331 0.5 -0.1 -0.4
C -1.040 -0.767 -2.845 1.0 0.0 0.3
C 2.821 1.825 1.602 1.2 -0.8 -0.7
C 1.586 -1.303 4.158 -0.1 -0.2 0.2
C -3.764 -0.767 -2.365 0.1 0.1 0.1
C 3.090 -0.462 2.436 1.1 0.5 -1.1
C -5.230 -0.779 -2.109 -0.5 0.1 0.1
C -1.710 0.424 -2.721 0.2 0.6 -0.1
C -3.069 -1.960 -2.486 0.0 0.1 -0.1
C 1.069 3.255 2.509 -0.2 0.2 0.1
C -3.067 0.428 -2.482 -0.1 -0.2 0.0
H 0.667 3.460 1.519 0.0 0.2 0.0
H -5.633 0.231 -2.040 0.0 0.0 0.0
H -3.600 1.359 -2.404 -0.1 0.2 0.0
H -1.167 -2.879 -2.850 0.0 -0.1 0.0
H 0.738 -0.973 4.757 0.1 0.0 -0.1
H -3.605 -2.891 -2.410 -0.1 -0.3 0.0
H 1.304 -2.163 3.555 0.0 -0.2 0.1
H -5.763 -1.290 -2.910 0.0 -0.1 0.0
H -5.461 -1.289 -1.174 0.0 -0.1 0.0
H 2.416 -1.577 4.806 0.0 -0.2 0.0
H 4.284 0.425 0.878 0.1 0.0 0.1
H -1.166 1.347 -2.844 0.0 0.2 0.0
H 0.262 3.223 3.240 0.1 -0.1 -0.1
H 1.784 4.031 2.778 -0.1 0.2 -0.1
```
Positions in Å, forces in eV/Å.


Entry from the OMol25 dataset: a structure of composition C14H14N4O3S3 in a non-equilibrium geometry (ωB97M-V/def2-TZVPD).

Orbital gap (eV): 7.31
Net charge: 0
Energy above the lowest of the compared OMol25 structures with the same formula, charge and spin (kcal/mol): 8.5

The geometry in XYZ format:
```
38
Properties=species:S:1:pos:R:3:forces:R:3
S 4.844 1.452 0.552 0.0 -0.6 0.2
S -0.988 1.027 -0.912 0.1 0.0 -0.2
S -4.021 -2.093 1.252 0.1 1.2 -0.2
O 0.019 1.383 0.053 -0.2 -0.2 0.2
O -1.103 1.831 -2.092 -0.3 -0.1 0.0
O 1.879 -2.743 -0.944 0.1 -0.5 0.0
N -0.678 -0.517 -1.368 -0.5 1.1 0.5
N -5.010 -0.894 1.631 -0.6 -0.2 0.4
N -2.898 -1.248 0.474 0.5 -0.5 -0.2
N 2.085 -0.491 -0.801 0.3 0.4 -0.1
C -4.505 0.249 1.165 0.7 -0.7 -0.3
C -0.082 -1.426 -0.416 0.5 -0.3 0.3
C 3.513 -0.441 -1.045 -0.1 -0.2 0.0
C -2.582 1.136 -0.075 0.8 0.5 -0.6
C 4.528 -0.993 1.241 0.0 0.1 -0.3
C -5.053 1.537 1.271 -0.1 0.5 -0.1
C -4.369 2.579 0.707 -0.5 -0.3 0.4
C -3.144 2.377 0.040 0.5 -0.3 -0.3
C 4.263 -0.143 0.212 0.2 0.3 0.1
C -1.418 -1.064 -2.473 -0.3 0.0 -0.4
C -3.249 0.039 0.481 -0.9 -0.8 0.6
C 1.403 -1.645 -0.744 -0.5 0.2 0.0
C 5.452 0.944 2.077 -0.1 0.3 -0.2
C 5.212 -0.371 2.309 0.1 0.1 0.1
H 3.796 -1.429 -1.424 0.0 0.2 0.0
H 3.722 0.319 -1.803 0.0 -0.2 0.0
H 1.607 0.364 -0.536 0.1 -0.1 0.0
H -4.766 3.580 0.769 0.0 0.1 0.0
H -5.990 1.674 1.787 -0.1 0.1 0.0
H -0.154 -0.983 0.580 0.0 -0.2 0.0
H -0.776 -1.737 -3.043 0.0 0.0 0.0
H -2.622 3.210 -0.404 0.0 0.2 0.0
H -1.715 -0.229 -3.104 -0.1 -0.2 -0.2
H 4.244 -2.030 1.229 -0.1 -0.2 0.0
H -0.604 -2.385 -0.421 0.1 0.2 0.0
H -2.305 -1.611 -2.136 0.1 0.0 0.0
H 5.952 1.653 2.706 0.1 0.1 0.2
H 5.513 -0.883 3.205 0.1 -0.1 0.2
```
Positions in Å, forces in eV/Å.


Entry from the OMol25 dataset: an isolated molecule of C14H14O5 in a non-equilibrium geometry (ωB97M-V/def2-TZVPD).

Orbital gap (eV): 9.04
Net charge: 0
Energy above the lowest of the compared OMol25 structures with the same formula, charge and spin (kcal/mol): 86.4
SMILES string: COc1c2c(c(OC)c3c(=O)cc(C)oc13)CCO2

The geometry in XYZ format:
```
33
Properties=species:S:1:pos:R:3:forces:R:3
O 0.925 1.319 -2.458 -0.3 -1.4 -0.1
O -3.145 0.912 -0.303 0.6 -3.2 2.5
O -1.943 -0.733 1.891 0.1 -0.3 0.1
O 3.145 -0.105 -1.184 1.0 0.6 -0.9
O 0.584 -1.455 1.656 0.9 -0.9 0.5
C 0.254 0.675 -1.395 0.8 -0.7 -0.5
C 2.846 -1.200 0.798 -4.2 -1.7 3.1
C 2.384 -0.453 -0.314 -1.9 0.3 -1.6
C -1.833 1.997 -1.931 -0.7 0.4 -0.5
C 0.087 -0.718 0.629 0.9 1.2 -2.2
C 2.357 -2.645 2.908 -1.5 0.3 -0.9
C 1.243 0.497 -3.656 -1.6 -0.1 -0.1
C -1.684 0.073 3.088 -0.4 -2.0 -0.1
C -1.095 0.949 -1.211 2.4 0.0 -1.0
C -1.262 -0.405 0.740 -0.8 0.0 2.0
C 1.905 -1.761 1.722 3.8 1.4 -2.0
C 0.888 -0.213 -0.474 0.0 -0.4 2.2
C -3.219 1.832 -1.314 1.1 3.2 0.4
C -1.847 0.395 -0.203 -1.0 1.4 -1.4
H 1.776 -3.591 2.837 0.2 0.6 0.5
H -1.839 1.932 -3.008 0.2 -0.2 -0.3
H 3.879 -1.385 0.805 1.1 -0.5 0.4
H 3.416 -2.915 2.986 -0.2 0.5 -0.7
H 1.324 1.173 -4.531 0.0 -0.1 0.8
H -1.224 -0.641 3.893 -0.9 1.6 -1.4
H -4.039 1.707 -1.971 -0.8 -0.5 -0.6
H -1.046 0.903 2.829 0.4 0.2 0.2
H -1.525 3.012 -1.648 0.6 -0.4 -0.4
H 2.105 -2.053 3.789 -0.2 -0.5 0.3
H 2.137 -0.109 -3.600 0.4 0.3 0.7
H -3.275 2.800 -0.797 -1.2 0.0 -0.2
H -2.695 0.437 3.332 0.6 -0.1 0.5
H 0.414 -0.232 -3.904 0.5 0.9 0.5
```
Positions in Å, forces in eV/Å.


Entry from the OMol25 dataset: an isolated molecule of C14H15BrClNO3 (ωB97M-V/def2-TZVPD).

Orbital gap (eV): 9.34
Net charge: 0
SMILES string: O=C(COC(=O)c1cc(Br)ccc1Cl)NC1CCCC1

The geometry in XYZ format:
```
35
Properties=species:S:1:pos:R:3:forces:R:3
Br 1.598 3.018 -0.362 0.0 -0.1 0.0
Cl 3.202 -3.084 0.555 0.4 -0.2 0.1
O -3.994 -2.657 -0.390 -0.3 -0.3 -0.1
O 0.353 -3.210 0.360 -0.1 0.2 -0.1
O -0.600 -1.734 -1.044 0.0 0.3 -0.3
N -2.885 -0.693 -0.205 0.2 0.4 0.1
C -1.740 -2.570 -1.203 -0.5 -0.6 0.1
C 1.432 -1.118 -0.070 0.3 0.0 0.1
C -3.001 -1.984 -0.548 0.7 0.0 -0.2
C -2.896 2.085 1.319 -0.2 0.0 0.1
C -3.982 2.538 0.345 0.1 0.1 0.0
C 3.367 0.871 0.286 -0.2 0.1 -0.1
C -3.921 0.076 0.450 -0.2 -0.2 0.1
C 3.693 -0.456 0.480 -0.1 -0.2 0.0
C 0.367 -2.153 -0.208 0.1 -0.3 0.3
C 2.074 1.200 -0.096 0.0 0.1 0.0
C -4.362 1.268 -0.427 -0.1 0.1 0.0
C -3.384 0.703 1.746 0.1 0.0 0.0
C 2.737 -1.453 0.312 -0.3 0.3 -0.1
C 1.117 0.222 -0.279 0.1 0.0 0.0
H -2.781 2.766 2.160 0.1 0.0 0.0
H 4.107 1.644 0.427 0.0 0.0 0.0
H 0.120 0.495 -0.585 0.0 0.0 0.0
H -1.934 2.013 0.808 0.1 0.0 0.0
H -1.923 -2.680 -2.276 0.0 0.0 0.1
H -1.548 -3.556 -0.767 -0.1 0.2 -0.1
H -3.643 3.335 -0.314 -0.1 0.1 0.0
H -4.841 2.904 0.907 0.0 0.1 0.0
H 4.694 -0.732 0.769 0.1 -0.1 0.0
H -2.604 0.090 2.196 -0.1 -0.1 0.1
H -4.197 0.806 2.464 0.0 0.0 0.1
H -2.020 -0.216 -0.406 0.0 -0.2 0.0
H -3.838 1.225 -1.383 0.0 0.0 0.0
H -4.735 -0.628 0.637 0.1 0.1 0.0
H -5.429 1.231 -0.636 0.0 0.0 -0.1
```
Positions in Å, forces in eV/Å.


Entry from the OMol25 dataset: a structure of composition C14H15CdF6N4O10S2 (ωB97M-V/def2-TZVPD).

Orbital gap (eV): 8.71
Net charge: -1
Energy above the lowest of the compared OMol25 structures with the same formula, charge and spin (kcal/mol): 17.0

The geometry in XYZ format:
```
52
Properties=species:S:1:pos:R:3:forces:R:3
Cd 0.755 -0.246 0.696 -0.6 0.1 0.3
S 2.246 -2.244 -1.360 0.1 -0.4 -0.2
S 3.866 -0.101 -0.357 0.3 0.1 -0.2
F 3.139 -2.819 1.032 0.0 0.0 -0.1
F 4.257 -3.764 -0.571 0.0 0.1 0.0
F 3.281 1.554 -2.362 0.0 0.0 0.0
F 2.306 -4.514 -0.035 0.0 0.1 0.0
F 5.391 1.236 -2.029 0.0 0.0 0.0
F 4.255 2.460 -0.654 0.0 0.0 0.0
O 5.145 -0.579 0.060 0.1 0.0 0.1
O 0.568 1.097 -1.113 0.1 0.0 0.2
O -1.665 -0.809 0.694 0.2 0.1 -0.1
O -0.354 3.037 -1.753 0.1 -0.1 0.1
O 2.997 0.403 0.691 -0.1 -0.1 0.0
O 2.222 -2.917 -2.615 0.0 -0.1 0.0
O 0.949 -2.002 -0.738 0.2 0.1 0.2
O 0.625 -0.548 2.863 0.0 0.0 -0.2
O -0.106 0.397 4.756 0.1 0.0 -0.2
O -6.458 1.235 -3.986 0.0 0.1 0.1
N 3.180 -1.013 -1.419 0.1 0.0 -0.1
N -2.414 -0.106 -1.916 -0.1 0.1 0.2
N -0.357 1.714 1.458 0.1 0.0 0.0
N -6.471 0.977 -1.741 0.0 0.0 0.0
C 0.192 0.431 3.565 -0.1 0.0 0.3
C -2.280 0.126 1.563 -0.1 0.0 0.0
C -3.731 0.084 -1.954 -0.1 0.0 -0.1
C -3.574 1.433 -3.911 0.1 -0.1 0.1
C 0.110 2.272 -0.907 -0.1 0.2 0.1
C -5.846 1.052 -2.951 0.0 -0.2 -0.1
C 0.069 1.804 2.852 0.0 0.0 0.1
C -1.801 1.549 1.308 -0.1 0.0 0.1
C 4.205 1.378 -1.436 0.0 -0.1 0.0
C 3.043 -3.412 -0.162 0.0 0.0 0.0
C -4.364 0.848 -2.922 0.0 0.1 0.0
C 0.154 2.755 0.566 -0.1 0.0 -0.1
C -1.665 0.478 -2.846 0.1 0.0 -0.2
C -2.207 1.252 -3.865 -0.2 0.0 0.0
H -4.049 2.023 -4.683 0.0 0.0 0.0
H -4.304 -0.428 -1.186 0.0 0.0 0.0
H -0.402 3.694 0.655 0.0 0.0 0.0
H 1.201 2.940 0.817 0.0 0.0 0.0
H -7.460 1.157 -1.721 0.0 0.0 0.0
H -2.339 2.232 1.984 0.0 0.0 0.0
H -0.594 0.348 -2.746 -0.1 0.0 0.0
H -3.371 0.107 1.434 0.0 0.0 0.0
H -1.880 -0.561 -0.237 0.0 -0.2 -0.1
H -5.953 1.028 -0.884 0.0 0.0 0.0
H 1.070 2.242 2.874 0.0 0.0 0.0
H -0.595 2.443 3.444 0.0 0.0 0.0
H -2.065 1.827 0.283 0.0 0.0 0.0
H -2.064 -0.198 2.581 0.0 0.0 0.0
H -1.550 1.719 -4.585 0.0 0.0 0.0
```
Positions in Å, forces in eV/Å.